Entry from OMol25: a structure of composition C24H26N6O3ReS (ωB97M-V with the def2-TZVPD basis set).

Positions of all 61 atoms, in Å:
Re (-0.131, -0.145, 0.971)
C (0.506, 2.900, -1.738)
C (0.984, 1.931, -0.719)
O (-0.019, 1.471, 0.074)
C (2.273, 1.565, -0.532)
C (2.753, 0.806, 0.579)
C (4.180, 0.898, 0.997)
N (1.895, 0.104, 1.276)
N (2.346, -0.371, 2.502)
C (1.351, -0.597, 3.280)
O (0.079, -0.329, 2.849)
C (1.511, -1.145, 4.627)
C (0.470, -1.078, 5.551)
C (0.647, -1.585, 6.827)
C (1.859, -2.163, 7.179)
C (2.898, -2.233, 6.259)
C (2.729, -1.725, 4.984)
H (-0.377, 2.513, -2.246)
H (0.217, 3.829, -1.240)
H (1.282, 3.119, -2.467)
H (3.009, 2.026, -1.175)
H (4.765, 1.411, 0.239)
H (4.254, 1.445, 1.938)
H (4.590, -0.094, 1.182)
H (-0.471, -0.615, 5.284)
H (-0.156, -1.526, 7.549)
H (1.995, -2.559, 8.176)
H (3.840, -2.683, 6.539)
H (3.532, -1.772, 4.262)
N (-2.818, 0.148, 3.070)
C (-3.126, 0.123, 1.776)
N (-2.233, -0.075, 0.809)
C (-2.860, -0.082, -0.455)
C (-2.224, -0.276, -1.675)
C (-2.989, -0.244, -2.830)
C (-4.365, -0.022, -2.772)
C (-5.004, 0.167, -1.559)
C (-4.231, 0.131, -0.407)
S (-4.756, 0.323, 1.246)
H (-1.854, 0.082, 3.364)
H (-3.514, 0.388, 3.755)
H (-1.153, -0.446, -1.741)
H (-2.512, -0.388, -3.790)
H (-4.942, 0.006, -3.686)
H (-6.071, 0.339, -1.514)
N (-0.150, -1.986, 0.324)
C (-0.201, -3.057, -0.153)
N (-0.250, -4.215, -0.670)
C (-1.549, -4.910, -0.916)
C (-1.502, -5.521, -2.305)
O (-0.369, -6.349, -2.440)
C (0.827, -5.607, -2.360)
C (0.982, -5.001, -0.976)
H (-2.353, -4.184, -0.815)
H (-1.649, -5.683, -0.153)
H (-1.495, -4.735, -3.071)
H (-2.381, -6.145, -2.453)
H (0.843, -4.823, -3.127)
H (1.651, -6.294, -2.545)
H (1.842, -4.337, -0.914)
H (1.060, -5.779, -0.216)

Atomic forces in eV per Å
Re 0.13 0.00 0.57
C 0.02 0.00 -0.04
C -0.01 -0.08 0.04
O -0.04 0.27 -0.29
C 0.07 0.11 -0.08
C -0.06 -0.10 0.08
C 0.03 0.06 -0.05
N 0.12 -0.03 0.00
N -0.24 0.01 -0.03
C 0.46 -0.13 0.10
O -0.17 -0.07 -0.02
C -0.12 0.08 -0.03
C -0.02 -0.01 0.00
C 0.00 0.00 0.00
C 0.00 -0.01 0.02
C -0.02 0.01 -0.02
C 0.03 0.00 0.03
H 0.00 -0.01 0.00
H -0.02 0.00 0.00
H 0.01 0.01 0.02
H 0.00 -0.02 0.00
H 0.01 0.00 0.02
H 0.01 0.02 -0.01
H -0.01 -0.01 0.00
H 0.00 -0.01 0.00
H 0.00 0.00 0.00
H 0.00 0.00 0.00
H 0.00 0.00 0.00
H 0.00 0.00 0.00
N 0.03 0.10 -0.01
C 0.09 0.01 0.06
N -0.16 -0.05 -0.11
C 0.17 -0.11 0.18
C -0.05 0.02 -0.08
C -0.01 0.00 0.01
C 0.01 -0.01 -0.03
C 0.05 0.00 0.03
C -0.13 0.00 -0.13
S -0.05 0.01 0.00
H -0.01 -0.04 0.02
H 0.00 -0.02 0.01
H -0.03 0.02 0.00
H -0.01 0.01 0.00
H 0.00 0.00 0.00
H 0.00 0.00 0.01
N -0.10 0.00 -0.27
C 0.03 0.01 0.01
N -0.02 -0.06 0.00
C 0.07 0.07 0.04
C -0.01 -0.06 -0.02
O 0.00 0.02 0.01
C -0.01 -0.05 -0.02
C -0.04 0.07 0.04
H -0.01 -0.01 0.00
H 0.00 -0.02 -0.01
H 0.00 0.02 0.01
H 0.00 0.00 -0.01
H 0.01 0.01 0.01
H 0.00 0.00 -0.01
H 0.00 -0.01 0.00
H 0.01 -0.02 -0.02

Values from the calculation:
2S+1	2
frontier orbital gap (alpha / beta)	6.843 / 6.424	eV
total charge	+2
E_HOMO (alpha / beta)	-13.800 / -13.820	eV



Entry from OMol25: a cluster of 10 separate species, C10H40N6O10 in total at a distorted geometry (ωB97M-V with the def2-TZVPD basis set).

Positions of all 66 atoms, in Å:
C (-1.513, -0.111, 3.846)
O (-2.746, 0.476, 3.604)
H (-1.078, 0.179, 4.802)
H (-1.537, -1.196, 3.948)
H (-0.866, 0.230, 3.038)
H (-3.361, -0.189, 3.285)
C (-4.318, 1.017, -0.226)
O (-4.880, -0.314, -0.274)
H (-5.018, 1.852, -0.230)
H (-3.782, 1.248, 0.695)
H (-3.637, 1.069, -1.075)
H (-4.858, -0.684, -1.159)
C (-0.568, 0.234, -0.011)
O (0.624, 0.635, 0.683)
H (-1.178, -0.134, 0.814)
H (-0.946, 1.187, -0.383)
H (-0.351, -0.441, -0.839)
H (0.332, 1.205, 1.399)
C (4.098, -0.153, 0.181)
O (3.421, 1.032, 0.204)
H (5.152, -0.025, 0.427)
H (3.760, -0.707, 1.057)
H (3.923, -0.816, -0.667)
H (2.479, 0.893, 0.084)
C (-2.517, -2.295, -1.869)
O (-2.588, -3.684, -2.234)
H (-1.650, -1.875, -2.380)
H (-3.426, -1.820, -2.238)
H (-2.507, -2.236, -0.780)
H (-2.022, -4.204, -1.660)
C (2.020, -0.929, 3.437)
O (3.287, -1.660, 3.535)
H (1.204, -1.648, 3.355)
H (1.912, -0.238, 4.272)
H (2.011, -0.493, 2.438)
H (3.951, -1.076, 3.908)
C (-0.460, 3.060, -3.286)
O (0.322, 3.242, -4.435)
H (-1.485, 3.423, -3.362)
H (-0.438, 1.977, -3.171)
H (-0.160, 3.523, -2.345)
H (1.092, 2.692, -4.273)
C (-0.661, 3.487, 2.828)
O (0.133, 2.599, 2.723)
N (-1.924, 3.354, 3.248)
N (-0.272, 4.753, 2.799)
H (-2.545, 4.141, 3.125)
H (-2.251, 2.398, 3.262)
H (0.733, 4.848, 2.831)
H (-0.899, 5.503, 3.052)
C (0.436, -3.598, -0.336)
O (-0.687, -3.754, 0.121)
N (1.191, -4.564, -0.810)
N (1.214, -2.538, -0.321)
H (0.781, -5.487, -0.837)
H (2.005, -4.313, -1.354)
H (2.177, -2.658, -0.600)
H (0.905, -1.730, 0.200)
C (2.147, -0.060, -4.084)
O (1.895, 1.043, -4.412)
N (1.316, -0.930, -3.549)
N (3.336, -0.639, -4.273)
H (1.517, -1.912, -3.679)
H (0.341, -0.689, -3.442)
H (3.498, -1.564, -3.901)
H (3.918, 0.064, -4.706)

Atomic forces in eV per Å
C 1.51 -0.56 0.09
O -1.59 0.42 0.27
H -0.16 0.63 0.03
H -0.20 -0.13 -0.58
H 0.54 -0.51 0.24
H -0.04 0.08 -0.08
C 0.27 -0.58 -0.73
O -0.26 0.89 1.17
H -0.70 -0.32 -0.63
H 0.33 -0.94 0.15
H 0.16 0.61 0.16
H 0.20 0.36 -0.03
C 0.48 1.54 1.02
O 0.81 -0.84 -0.70
H -0.80 -0.64 -0.81
H -0.76 -0.27 -0.46
H -0.05 -0.09 0.40
H 0.24 0.46 0.38
C 0.06 -1.85 1.64
O -0.07 2.16 -0.70
H 0.17 0.36 -0.69
H -0.05 -0.76 0.17
H 0.26 0.27 -0.49
H -0.35 -0.14 0.11
C -0.13 -1.51 -0.06
O -0.64 0.37 -0.43
H 0.10 0.44 0.37
H 0.00 0.01 -0.19
H 0.37 0.46 -0.10
H 0.30 0.29 0.41
C 1.24 -0.86 -0.93
O -0.97 0.04 0.36
H 0.11 -0.24 0.65
H -0.24 0.08 -0.26
H -0.05 0.84 0.31
H -0.09 0.13 -0.10
C -0.36 -0.99 0.16
O -0.33 1.64 0.22
H -0.11 -0.13 -0.82
H -0.65 -0.19 0.77
H 0.92 0.20 0.01
H 0.37 -0.47 -0.43
C -0.70 0.92 1.71
O 1.36 -2.46 -0.81
N -1.36 -0.73 -0.22
N 1.17 2.32 -0.68
H -0.16 -0.56 0.08
H -0.70 0.04 0.00
H -0.28 0.51 -0.17
H 0.54 -0.13 0.01
C 0.40 -0.71 0.88
O -1.04 0.41 0.10
N -0.02 -3.72 -1.01
N -0.34 3.73 0.89
H 0.32 0.12 -0.41
H 0.24 -0.52 -0.38
H 0.07 0.55 0.10
H 0.45 0.02 -0.20
C 0.92 -3.37 0.34
O -0.85 4.51 -0.91
N -2.88 -1.19 1.35
N 0.99 1.21 -0.81
H -0.06 -0.30 0.34
H 0.17 0.02 -0.13
H 0.83 0.02 -0.12
H 1.05 -0.98 0.13

Values from the calculation:
2S+1	2
frontier orbital gap (alpha / beta)	1.757 / 8.706	eV
total charge	-1
E_HOMO (alpha / beta)	0.213 / -6.761	eV



Number 1: M 664.79 g mol⁻¹. Number 2: M 404.46 g mol⁻¹.